[1]
Below is a cluster of 3 separate species, C34H58Cl3N5O8PS3 in total, with properties calculated with ωB97M-V/def2-TZVPD.

Element x y z (Å)
1 C -1.92787 -2.12150 -4.09959
2 C -2.04114 -0.87569 -3.41075
3 C -2.47700 0.54541 -2.72972
4 N -2.74865 0.54355 -1.26678
5 C -3.74728 -0.33151 -0.60771
6 N -4.94392 -0.90879 -0.94263
7 C -5.55453 -0.63186 -2.29379
8 C -6.39160 0.77818 -2.41926
9 C -6.68828 0.96917 -4.05494
10 C -5.61901 2.12720 -1.94020
11 C -5.76286 -1.84707 -0.03343
12 Cl -5.83352 -3.60711 -0.73011
13 C -7.31203 -1.27465 0.21713
14 C -8.12768 -2.20146 1.34376
15 Cl -7.34515 0.46397 0.89318
16 N -3.13795 -0.51731 0.80160
17 Cl -4.04664 0.26791 2.09302
18 C -1.68061 -0.14610 0.92134
19 C -1.07141 0.56926 2.25733
20 C -0.91095 -0.38456 3.57873
21 N 0.47789 -0.92167 3.82736
22 C 0.51873 -2.01064 4.87518
23 C 0.79919 -3.44543 4.08271
24 C 1.47648 0.13582 4.22213
25 C 1.18046 1.69115 4.63145
26 O 2.78740 -0.23375 4.18628
27 C -0.90821 -1.56783 0.83125
28 C -0.96332 -2.38364 -0.57791
29 C 0.33795 -2.56751 -1.61495
30 N -2.10276 -3.07878 -1.00581
31 C -1.61393 0.95064 -0.33233
32 C -2.07686 2.49952 0.04657
33 C -2.13778 3.53177 -1.21184
34 O -3.27781 4.26625 -1.35327
35 O -1.08672 3.81568 -2.20021
36 C -0.54987 5.14670 -1.75999
37 C 0.00233 6.31040 -2.77360
38 O -0.57175 5.41064 -0.43437
39 P 0.18593 1.04267 -0.90696
40 S 1.19887 2.57963 -0.15531
41 H -1.41239 -3.03085 -4.67607
42 H -3.47443 0.92404 -3.26879
43 H -1.66510 1.34913 -3.07831
44 H -4.81589 -0.81668 -3.21385
45 H -6.39551 -1.46486 -2.47735
46 H -7.46790 0.64212 -1.93932
47 H -6.42498 -0.03912 -4.59817
48 H -5.91466 1.77277 -4.45152
49 H -7.80864 1.26997 -4.26933
50 H -6.44560 2.98623 -1.86840
51 H -4.81025 2.54507 -2.69229
52 H -5.20276 2.03292 -0.82526
53 H -5.30733 -1.99332 1.02907
54 H -7.87259 -1.34533 -0.80999
55 H -7.44570 -2.45924 2.26768
56 H -9.00798 -1.52198 1.76051
57 H -8.61146 -3.13391 0.82505
58 H -1.59913 1.55200 2.60673
59 H 0.03976 0.90100 1.96710
60 H -1.20490 0.24814 4.54064
61 H -1.68799 -1.28708 3.56009
62 H -0.45586 -2.04758 5.54735
63 H 1.42019 -1.90580 5.64731
64 H -0.23176 -3.99257 3.94132
65 H 1.55257 -4.10739 4.70527
66 H 1.30922 -3.26054 3.02325
67 H 1.47711 1.98284 5.72958
68 H 1.87469 2.36136 3.92797
69 H 0.08780 2.06508 4.45042
70 H -1.41649 -2.29315 1.63356
71 H 0.21333 -1.44567 1.20781
72 H 0.23182 -3.64377 -2.08324
73 H 0.42233 -1.70260 -2.39814
74 H 1.28174 -2.61316 -0.89459
75 H -2.87894 -2.96652 -0.31831
76 H -1.44818 2.97977 0.91644
77 H -3.18956 2.41998 0.47295
78 H -0.30378 7.36721 -2.31039
79 H 1.16943 6.21537 -2.82377
80 H -0.54351 6.23773 -3.80664
81 H 0.37518 1.16325 -2.35080
82 H 1.01954 -0.10664 -0.52571
83 C 5.60495 -2.88820 -1.18649
84 C 5.27043 -3.17269 -2.64997
85 C 4.03029 -2.35389 -3.00450
86 S 4.05381 -0.92294 -1.93517
87 O 2.91955 -0.99920 -1.03863
88 O 4.34002 0.25800 -2.72505
89 C 5.52023 -1.37719 -1.03024
90 H 6.59540 -3.26534 -0.91556
91 H 4.86735 -3.37496 -0.53730
92 H 6.11064 -2.86255 -3.28307
93 H 5.10286 -4.23972 -2.82676
94 H 4.04800 -2.02816 -4.04762
95 H 3.11152 -2.91183 -2.80390
96 H 5.43206 -1.05705 0.00933
97 H 6.37312 -0.88369 -1.50571
98 C 8.20105 1.35212 2.97944
99 C 7.44816 2.20562 1.95998
100 C 8.11416 1.99182 0.60175
101 S 8.82630 0.35399 0.64672
102 O 10.26731 0.47624 0.57841
103 O 8.07884 -0.51552 -0.23968
104 C 8.37002 -0.01320 2.32975
105 H 7.66090 1.28169 3.92808
106 H 9.18311 1.79664 3.18043
107 H 6.40195 1.87975 1.91321
108 H 7.44994 3.26412 2.23833
109 H 7.39027 2.05085 -0.21497
110 H 8.92297 2.70861 0.43533
111 H 9.14324 -0.62119 2.80246
112 H 7.42202 -0.55898 2.30795

Output
total charge	+1
gap between HOMO and LUMO	6.83	eV
electronic energy	-5121.5483	Eh
HOMO energy	-10.74	eV

Atom charges from the Löwdin analysis, given in e for atoms 1 to 99: atom 1 (C): 0.09, atom 2 (C): -0.07, atom 3 (C): -0.18, atom 4 (N): -0.01, atom 5 (C): -0.11, atom 6 (N): -0.02, atom 7 (C): -0.14, atom 8 (C): -0.35, atom 9 (C): -0.09, atom 10 (C): -0.12, atom 11 (C): -0.55, atom 12 (Cl): 0.59, atom 13 (C): -0.63, atom 14 (C): -0.14, atom 15 (Cl): 0.56, atom 16 (N): -0.35, atom 17 (Cl): 0.73, atom 18 (C): -0.41, atom 19 (C): -0.15, atom 20 (C): -0.20, atom 21 (N): -0.14, atom 22 (C): -0.22, atom 23 (C): -0.11, atom 24 (C): -0.28, atom 25 (C): -0.03, atom 26 (O): -0.07, atom 27 (C): -0.10, atom 28 (C): -0.27, atom 29 (C): -0.10, atom 30 (N): 0.09, atom 31 (C): -0.41, atom 32 (C): -0.07, atom 33 (C): -0.25, atom 34 (O): 0.00, atom 35 (O): -0.07, atom 36 (C): -0.26, atom 37 (C): 0.00, atom 38 (O): -0.04, atom 39 (P): 0.51, atom 40 (S): 0.23, atom 41 (H): 0.09, atom 42 (H): 0.13, atom 43 (H): 0.13, atom 44 (H): 0.14, atom 45 (H): 0.14, atom 46 (H): 0.11, atom 47 (H): 0.08, atom 48 (H): 0.09, atom 49 (H): 0.10, atom 50 (H): 0.12, atom 51 (H): 0.08, atom 52 (H): 0.07, atom 53 (H): 0.10, atom 54 (H): 0.11, atom 55 (H): 0.10, atom 56 (H): 0.09, atom 57 (H): 0.09, atom 58 (H): 0.11, atom 59 (H): 0.11, atom 60 (H): 0.13, atom 61 (H): 0.13, atom 62 (H): 0.13, atom 63 (H): 0.14, atom 64 (H): 0.07, atom 65 (H): 0.08, atom 66 (H): 0.09, atom 67 (H): 0.11, atom 68 (H): 0.11, atom 69 (H): 0.07, atom 70 (H): 0.14, atom 71 (H): 0.13, atom 72 (H): 0.10, atom 73 (H): 0.06, atom 74 (H): 0.07, atom 75 (H): 0.00, atom 76 (H): 0.12, atom 77 (H): 0.12, atom 78 (H): 0.12, atom 79 (H): 0.11, atom 80 (H): 0.10, atom 81 (H): 0.02, atom 82 (H): -0.01, atom 83 (C): -0.21, atom 84 (C): -0.21, atom 85 (C): -0.22, atom 86 (S): 0.68, atom 87 (O): -0.39, atom 88 (O): -0.32, atom 89 (C): -0.25, atom 90 (H): 0.12, atom 91 (H): 0.12, atom 92 (H): 0.12, atom 93 (H): 0.12, atom 94 (H): 0.11, atom 95 (H): 0.09, atom 96 (H): 0.11, atom 97 (H): 0.09, atom 98 (C): -0.22, atom 99 (C): -0.22

[2]
Below is a structure of composition C34H59AlBClF10IKN6O16P2S2, with properties calculated with ωB97M-V/def2-TZVPD.

Element x y z (Å)
1 C 4.81227 4.56221 5.72653
2 C 3.25712 4.53236 6.06041
3 C 2.47129 3.35151 5.30791
4 C 2.29734 3.62599 3.76132
5 C 1.40690 4.95767 3.56460
6 C 1.63445 2.45563 2.95277
7 C 0.82238 1.47276 3.73786
8 C 0.10698 0.33633 3.01896
9 C -0.73426 -0.70612 3.73608
10 C -0.94019 -0.76272 5.30706
11 C -0.35907 -2.25178 5.74698
12 C 1.26273 -2.32254 5.63379
13 C 1.76516 -2.84174 4.22503
14 C 2.28746 -4.34684 4.25283
15 N 3.33566 -4.58535 5.28211
16 N -1.38904 -1.71746 3.03701
17 C -1.31482 -1.84565 1.64553
18 P -2.17621 -3.21547 0.71107
19 O -1.77979 -4.47675 1.45292
20 O -1.46795 -3.23301 -0.81211
21 O -3.83229 -3.04091 0.66378
22 C -0.50001 -0.89650 0.86795
23 C 0.25289 0.23378 1.51878
24 C 1.09099 1.19108 0.69599
25 P 1.13784 0.78390 -1.13483
26 O 2.24106 1.72647 -2.01287
27 I 2.11229 -1.51393 -1.29516
28 C 1.74914 2.30064 1.41864
29 C 2.58738 3.36627 0.62226
30 C 1.61098 4.40037 -0.08466
31 O 1.66509 5.57929 0.25447
32 N 0.67415 4.03600 -1.13399
33 C 0.85368 4.84870 -2.35923
34 C -0.73571 3.99935 -0.66741
35 H 5.11480 3.92632 4.84563
36 H 5.45733 4.24661 6.60794
37 H 5.11834 5.63788 5.51786
38 H 3.15794 4.44945 7.18702
39 H 2.81563 5.54767 5.79907
40 H 1.47339 3.27579 5.85541
41 H 3.09065 2.41354 5.49574
42 H 3.34256 3.83175 3.35852
43 H 2.01072 5.80937 3.12103
44 H 0.99836 5.26363 4.57315
45 H 0.55142 4.76940 2.83934
46 H 0.67166 1.53321 4.84519
47 H -0.25577 0.00394 5.84147
48 H -2.04945 -0.66897 5.59927
49 H -0.71914 -2.48376 6.81934
50 H -0.76174 -3.07515 5.08600
51 H 1.64579 -2.99046 6.46165
52 H 1.63628 -1.25451 5.79137
53 H 0.99552 -2.79223 3.40039
54 H 2.64322 -2.19638 3.89584
55 H 1.41231 -5.06963 4.33290
56 H 2.76892 -4.54733 3.24109
57 H 4.22145 -4.30307 4.84887
58 H 3.40227 -5.61301 5.35296
59 H -1.95199 -2.43489 3.53729
60 H -2.11649 -3.63745 -1.44683
61 H -4.11056 -2.44148 -0.06271
62 H -0.50489 -1.06887 -0.24165
63 H 3.13234 1.45269 -1.70456
64 H 3.34055 2.90878 -0.08631
65 H 3.20785 3.98945 1.34103
66 H 0.46837 5.90138 -2.19213
67 H 1.95332 4.85497 -2.60874
68 H 0.28156 4.34571 -3.20402
69 H -0.82476 3.43646 0.30435
70 H -1.17553 5.04212 -0.65061
71 H -1.31976 3.39087 -1.43659
72 C 0.76546 -0.37562 -5.53855
73 O -0.12267 -0.87703 -6.22816
74 N 1.79494 0.31929 -6.06606
75 N 0.78490 -0.47595 -4.18543
76 H 2.52734 0.73674 -5.51910
77 H 1.81737 0.41666 -7.06865
78 H 0.02989 -0.99348 -3.74693
79 H 1.50025 -0.07235 -3.60501
80 C -2.06364 6.20828 -3.39982
81 O -1.79329 6.60177 -2.16111
82 H -1.55303 6.74506 -4.22393
83 H -1.82676 5.14967 -3.66124
84 H -3.12197 6.27072 -3.73421
85 Cl -1.07294 -3.36956 -3.07128
86 K -0.57652 -0.60647 7.72087
87 Al -1.54638 0.78345 -4.87957
88 C 0.61740 10.82529 -5.19092
89 C 0.71359 9.33082 -4.93893
90 O 0.51304 8.54405 -6.10515
91 C 1.43571 8.74306 -7.16450
92 C 2.87153 8.42069 -6.78778
93 H -0.32681 11.07097 -5.68330
94 H 0.67633 11.37405 -4.24921
95 H 1.42447 11.18006 -5.83585
96 H -0.06857 9.04061 -4.23467
97 H 1.66827 9.07166 -4.46690
98 H 1.35145 9.76169 -7.55706
99 H 1.12533 8.07285 -7.96962
100 H 3.25634 9.11270 -6.03508
101 H 3.51957 8.48854 -7.66394
102 H 2.94462 7.41222 -6.37296
103 C 1.20771 -3.66206 -7.70021
104 C 2.11198 -2.48728 -7.94139
105 O 3.31957 -3.09341 -8.38010
106 C 2.99296 -4.31637 -8.89074
107 O 3.74469 -5.01388 -9.49333
108 O 1.69609 -4.63073 -8.62251
109 H 0.16110 -3.43116 -7.89559
110 H 1.29885 -4.06019 -6.68614
111 H 1.73980 -1.82851 -8.73261
112 H 2.27994 -1.89969 -7.04134
113 O 1.96272 -7.16206 3.56640
114 H 1.34234 -7.84620 3.29251
115 B -2.70532 -6.33200 4.23024
116 F -2.86623 -4.92034 4.05261
117 F -1.52108 -6.76142 3.56239
118 F -2.59621 -6.62220 5.62405
119 F -3.82729 -7.00455 3.68884
120 C -4.30275 -9.93800 0.92216
121 F -3.13195 -10.52604 1.21333
122 F -4.16407 -8.63488 1.20709
123 F -4.45144 -10.01499 -0.41843
124 S -5.71041 -10.69176 1.81198
125 O -5.40762 -10.50319 3.20794
126 O -5.72657 -12.06666 1.37219
127 N -6.84434 -9.75096 1.20822
128 S -8.30954 -10.07918 1.73700
129 O -8.57245 -9.76268 3.11823
130 O -8.89008 -11.31435 1.27201
131 C -9.17928 -8.77686 0.79274
132 F -9.01393 -8.91983 -0.53798
133 F -8.72783 -7.54402 1.09566
134 F -10.50298 -8.77232 1.02083

Output
gap between HOMO and LUMO	0.90	eV
electronic energy	-6965.7317	Eh
HOMO energy	-7.35	eV

Atom charges from the Löwdin analysis, given in e for atoms 1 to 99: atom 1 (C): -0.12, atom 2 (C): -0.24, atom 3 (C): -0.21, atom 4 (C): -0.31, atom 5 (C): -0.04, atom 6 (C): -0.06, atom 7 (C): 0.06, atom 8 (C): -0.03, atom 9 (C): -0.09, atom 10 (C): -0.21, atom 11 (C): -0.22, atom 12 (C): -0.17, atom 13 (C): -0.18, atom 14 (C): -0.29, atom 15 (N): -0.02, atom 16 (N): 0.14, atom 17 (C): -0.15, atom 18 (P): 0.60, atom 19 (O): -0.25, atom 20 (O): -0.47, atom 21 (O): -0.13, atom 22 (C): -0.04, atom 23 (C): -0.12, atom 24 (C): -0.31, atom 25 (P): 0.59, atom 26 (O): -0.42, atom 27 (I): 0.61, atom 28 (C): -0.08, atom 29 (C): -0.04, atom 30 (C): -0.37, atom 31 (O): 0.10, atom 32 (N): -0.22, atom 33 (C): -0.08, atom 34 (C): -0.07, atom 35 (H): 0.07, atom 36 (H): 0.08, atom 37 (H): 0.08, atom 38 (H): 0.11, atom 39 (H): 0.10, atom 40 (H): 0.11, atom 41 (H): 0.13, atom 42 (H): 0.13, atom 43 (H): 0.09, atom 44 (H): 0.08, atom 45 (H): 0.09, atom 46 (H): 0.08, atom 47 (H): 0.02, atom 48 (H): 0.14, atom 49 (H): 0.06, atom 50 (H): 0.13, atom 51 (H): 0.12, atom 52 (H): 0.10, atom 53 (H): 0.10, atom 54 (H): 0.11, atom 55 (H): 0.11, atom 56 (H): 0.12, atom 57 (H): 0.07, atom 58 (H): 0.07, atom 59 (H): 0.17, atom 60 (H): -0.07, atom 61 (H): 0.09, atom 62 (H): 0.03, atom 63 (H): 0.04, atom 64 (H): 0.12, atom 65 (H): 0.12, atom 66 (H): 0.09, atom 67 (H): 0.10, atom 68 (H): 0.09, atom 69 (H): 0.08, atom 70 (H): 0.09, atom 71 (H): 0.09, atom 72 (C): -0.83, atom 73 (O): -0.08, atom 74 (N): 0.19, atom 75 (N): 0.10, atom 76 (H): 0.12, atom 77 (H): 0.12, atom 78 (H): -0.03, atom 79 (H): -0.02, atom 80 (C): -0.35, atom 81 (O): -0.18, atom 82 (H): 0.06, atom 83 (H): 0.06, atom 84 (H): 0.08, atom 85 (Cl): -0.16, atom 86 (K): 1.03, atom 87 (Al): 1.00, atom 88 (C): -0.08, atom 89 (C): -0.28, atom 90 (O): -0.17, atom 91 (C): -0.28, atom 92 (C): -0.08, atom 93 (H): 0.08, atom 94 (H): 0.08, atom 95 (H): 0.07, atom 96 (H): 0.11, atom 97 (H): 0.11, atom 98 (H): 0.11, atom 99 (H): 0.12

Which molar mass belongs to each record? In order, 898.40; 1363.18 g mol⁻¹.